No. 1
{
  "formula": "C6H10",
  "method": "ωB97M-V with the def2-TZVPD basis set",
  "species": ["C", "C", "C", "C", "C", "C", "H", "H", "H", "H", "H", "H", "H", "H", "H", "H"],
  "xyz": [[-2.2397, -1.3663, 0.4783], [-1.4888, -0.2887, 0.2799], [-0.3859, -0.1997, -0.7455], [0.8164, 0.5743, -0.2506], [0.8894, 1.8929, -0.4221], [1.8700, -0.2276, 0.4634], [-2.0484, -2.2926, -0.0601], [-3.0882, -1.3540, 1.1554], [-1.6922, 0.6296, 0.8331], [-0.7962, 0.3032, -1.6306], [-0.0970, -1.2123, -1.0570], [1.7190, 2.4825, -0.0401], [0.1069, 2.4319, -0.9535], [2.5960, 0.4106, 0.9758], [2.4151, -0.8616, -0.2486], [1.4120, -0.8990, 1.2004]],
  "forces_ev_per_angstrom": [[0.1, 0.1, 0.0], [-0.1, -0.1, 0.0], [0.0, 0.0, -0.1], [0.0, 0.2, 0.0], [0.0, -0.1, 0.0], [0.0, 0.0, 0.1], [0.0, 0.1, 0.1], [0.2, 0.0, 0.0], [0.0, -0.1, -0.1], [0.1, 0.0, 0.1], [0.0, 0.2, 0.0], [-0.1, -0.1, 0.0], [0.1, -0.1, 0.1], [-0.1, -0.1, -0.1], [-0.1, 0.1, 0.1], [0.1, 0.1, -0.1]],
  "nbo_charge": [-0.40, -0.16, -0.48, 0.04, -0.42, -0.65, 0.19, 0.20, 0.20, 0.22, 0.21, 0.20, 0.19, 0.22, 0.22, 0.22],
  "homo_lumo_gap_ev": 10.521,
  "e_homo_ev": -9.402,
  "e_above_lowest_kcal_mol": 20.9,
  "multiplicity": 1,
  "mol_weight_g_mol": 82.15,
  "charge": 0
}

No. 2
{
  "formula": "C4H4BrN5O4",
  "method": "ωB97M-V with the def2-TZVPD basis set",
  "species": ["C", "C", "C", "C", "N", "N", "N", "N", "N", "O", "O", "O", "O", "Br", "H", "H", "H", "H"],
  "xyz": [[-1.2437, 0.5136, -0.8245], [-0.4977, -0.6228, -0.4281], [-2.5526, 2.1649, 0.4490], [2.6094, -1.0961, -0.0338], [-0.7439, -0.8229, 0.9261], [-1.5706, 0.0718, 1.2354], [-1.9511, 0.8688, 0.2253], [1.6617, -0.4266, -0.6174], [2.6209, -2.4783, 0.0085], [1.6306, 0.7806, -0.6973], [0.5424, -1.1267, -1.1444], [2.7913, -3.0012, 1.0838], [2.3851, -3.0163, -1.0412], [3.6614, 0.0107, 1.0591], [-1.2534, 0.8622, -1.7525], [-3.1563, 2.2036, -0.4671], [-3.0465, 2.0500, 1.4962], [-1.8871, 3.0648, 0.5228]],
  "forces_ev_per_angstrom": [[1.9, -4.1, 1.9], [-2.1, 2.4, 0.4], [-1.0, -0.3, 1.5], [0.3, 2.9, 0.9], [0.9, -0.2, -2.7], [-2.0, 1.0, 3.3], [2.2, -0.4, 0.5], [0.8, 0.4, -0.6], [-0.6, -1.3, 0.5], [-0.3, 0.5, -0.2], [0.0, -0.9, 0.3], [0.4, -0.4, 0.3], [0.1, -0.9, -0.8], [0.3, -0.8, -0.2], [-0.3, 1.9, -3.6], [-0.7, 0.9, 0.9], [0.2, 0.4, -2.2], [0.0, -1.2, -0.3]],
  "nbo_charge": [-0.05, 0.27, -0.42, 0.10, -0.22, -0.06, -0.17, 0.35, 0.47, -0.39, -0.32, -0.34, -0.33, 0.18, 0.22, 0.22, 0.25, 0.22],
  "homo_lumo_gap_ev": [8.613, 8.612],
  "e_homo_ev": [-9.833, -9.831],
  "e_above_lowest_kcal_mol": 24.5,
  "multiplicity": 1,
  "mol_weight_g_mol": 266.01,
  "charge": 0
}

No. 3
{
  "formula": "C7H12",
  "method": "ωB97M-V with the def2-TZVPD basis set",
  "species": ["C", "C", "C", "C", "C", "C", "C", "H", "H", "H", "H", "H", "H", "H", "H", "H", "H", "H", "H"],
  "xyz": [[-0.5440, 1.5037, 1.3206], [0.8258, 0.8595, 1.1904], [1.2088, -0.4780, 0.6467], [0.3116, -1.5222, -0.0113], [-0.8655, -0.9509, -0.8064], [-0.4323, 0.0834, -1.8432], [1.6266, 0.7753, -0.0774], [-1.1087, 1.0277, 2.1307], [-0.4322, 2.5648, 1.5636], [-1.1418, 1.4415, 0.4088], [1.4973, 1.1808, 1.9902], [2.0461, -0.9437, 1.1697], [0.9368, -2.1299, -0.6793], [-0.0655, -2.1989, 0.7676], [-1.3818, -1.7783, -1.3080], [-1.5976, -0.5228, -0.1135], [-1.2573, 0.7264, -2.1635], [0.0113, -0.3921, -2.7242], [0.3625, 0.7537, -1.4616]],
  "forces_ev_per_angstrom": [[-0.1, 0.0, 0.0], [0.0, 0.1, 0.0], [0.1, 0.0, 0.0], [0.0, 0.0, -0.1], [-0.1, 0.0, 0.0], [0.0, -0.1, 0.0], [-0.1, -0.1, 0.3], [0.1, 0.1, -0.1], [0.0, -0.1, 0.0], [0.2, 0.0, 0.1], [0.0, -0.1, 0.0], [-0.1, 0.1, 0.0], [-0.1, 0.1, 0.1], [0.1, 0.1, -0.1], [0.1, 0.1, 0.1], [0.1, 0.0, -0.1], [0.1, -0.1, 0.0], [-0.1, 0.0, 0.1], [-0.1, 0.0, 0.0]],
  "nbo_charge": [-0.60, -0.41, -0.41, -0.38, -0.41, -0.60, 0.18, 0.21, 0.22, 0.21, 0.25, 0.25, 0.21, 0.21, 0.21, 0.20, 0.21, 0.22, 0.22],
  "homo_lumo_gap_ev": 8.498,
  "e_homo_ev": -8.498,
  "e_above_lowest_kcal_mol": 99.6,
  "multiplicity": 1,
  "mol_weight_g_mol": 96.17,
  "charge": 0
}

No. 4
{
  "formula": "C22H21N5O",
  "method": "ωB97M-V with the def2-TZVPD basis set",
  "species": ["C", "C", "C", "C", "C", "O", "C", "C", "N", "C", "C", "C", "C", "N", "C", "N", "N", "C", "C", "C", "N", "C", "C", "C", "C", "C", "C", "C", "H", "H", "H", "H", "H", "H", "H", "H", "H", "H", "H", "H", "H", "H", "H", "H", "H", "H", "H", "H", "H"],
  "xyz": [[0.0165, 5.2130, 2.5639], [-0.2259, 4.0598, 1.5507], [-0.2302, 4.8358, 0.1678], [-1.5714, 3.2477, 1.7376], [-1.6803, 2.0833, 0.7329], [-2.7406, 1.6482, 0.4425], [-0.5222, 1.3026, 0.2639], [0.6923, 1.7578, 0.6422], [1.5924, 0.7520, 0.3484], [0.9254, -0.2875, -0.3645], [1.6398, -1.4798, -0.7431], [1.3177, -2.1346, -2.0048], [1.8715, -3.2683, -2.3722], [2.9188, -3.8624, -1.7046], [3.3419, -3.3092, -0.5130], [4.2433, -3.6724, 0.3774], [4.1852, -2.8194, 1.5085], [3.3395, -1.8390, 1.2124], [2.6972, -2.0755, -0.0255], [-0.3651, 0.0887, -0.3629], [-1.5842, -0.5128, -0.7166], [-1.9048, -1.8244, -1.0347], [-1.2659, -2.9755, -0.5016], [-1.7726, -4.2451, -0.7645], [-2.8159, -4.4325, -1.6807], [-3.4641, -3.2768, -2.1547], [-3.1321, -1.9874, -1.6832], [1.0155, 2.9734, 1.4577], [0.0607, 4.9607, 3.5809], [0.8869, 5.7619, 2.3389], [-0.8318, 5.8735, 2.5268], [-1.1015, 5.5440, 0.1299], [0.8464, 5.2721, 0.0156], [-0.4233, 4.1427, -0.6194], [-2.3630, 4.0651, 1.7257], [-1.5293, 2.7876, 2.6728], [2.6372, 0.7365, 0.6065], [0.5676, -1.5722, -2.6243], [1.3987, -3.6178, -3.2546], [2.8574, -4.8574, -1.6979], [3.1203, -0.9265, 1.7796], [-2.4097, 0.0576, -0.3318], [-0.4472, -2.8961, 0.1141], [-1.4313, -5.1717, -0.2882], [-3.1426, -5.4770, -1.9994], [-4.2674, -3.6289, -2.6847], [-3.8570, -1.2059, -1.9845], [1.8655, 3.5348, 1.0940], [1.0419, 2.6573, 2.5205]],
  "forces_ev_per_angstrom": [[-1.2, -1.5, -0.7], [1.0, -0.4, -1.8], [0.7, 0.1, 1.1], [1.7, 2.6, -1.9], [1.7, 0.0, 0.2], [-4.1, -0.6, -0.6], [0.3, 4.0, 1.7], [2.5, -0.8, 0.7], [1.8, 0.8, 0.5], [2.3, 0.2, 1.1], [1.2, -1.0, -0.5], [-1.5, 3.7, 1.5], [0.6, -0.3, -0.1], [-0.8, -0.2, 0.3], [-0.2, 2.4, 1.9], [-0.4, -1.1, 0.0], [-0.5, 0.9, -2.0], [-0.1, -0.2, 0.3], [-0.9, 0.1, -1.5], [-4.2, -2.3, -1.0], [-0.2, 1.3, 0.7], [-0.8, -0.7, 0.8], [-2.0, -0.2, -1.6], [-0.4, -0.8, -0.6], [0.4, 0.1, 0.1], [1.9, -0.9, 2.4], [-0.8, -1.5, -1.9], [-2.5, 1.2, 1.2], [0.3, -0.9, 1.5], [1.1, 0.6, -0.5], [-0.4, 0.5, -0.4], [1.2, -0.1, 0.1], [-2.3, -0.3, 0.1], [0.1, -0.6, -0.8], [0.4, -1.7, -0.3], [-0.2, -0.7, 1.8], [-2.5, 0.2, -0.9], [0.8, -1.1, 0.5], [0.6, -1.5, -0.8], [0.7, -0.8, -0.4], [0.4, -0.9, 0.5], [1.6, -0.8, -1.0], [1.7, 0.4, 1.4], [0.5, 0.7, 0.0], [0.4, 1.7, 0.5], [-2.4, 0.7, -1.7], [1.1, 0.0, 0.4], [0.5, -0.2, 0.3], [0.9, 0.1, -0.5]],
  "nbo_charge": [-0.62, 0.04, -0.63, -0.51, 0.61, -0.57, -0.30, 0.27, -0.51, -0.03, 0.10, -0.28, 0.04, -0.51, 0.31, -0.34, -0.22, -0.06, -0.20, 0.24, -0.62, 0.16, -0.26, -0.20, -0.24, -0.20, -0.24, -0.46, 0.21, 0.21, 0.21, 0.22, 0.21, 0.21, 0.24, 0.23, 0.43, 0.24, 0.23, 0.42, 0.19, 0.45, 0.22, 0.21, 0.21, 0.21, 0.23, 0.23, 0.23],
  "homo_lumo_gap_ev": 7.046,
  "e_homo_ev": -7.638,
  "e_above_lowest_kcal_mol": 95.0,
  "multiplicity": 1,
  "mol_weight_g_mol": 371.44,
  "charge": 0
}